{"formula": "C43H53GaN3O6S3Se2SiTe2", "method": "wB97M-V/def2-TZVPD", "species": ["Te", "Te", "Se", "Se", "Ga", "S", "S", "S", "Si", "O", "O", "O", "O", "O", "O", "N", "N", "N", "C", "C", "C", "C", "C", "C", "C", "C", "C", "C", "C", "C", "C", "C", "C", "C", "C", "C", "C", "C", "C", "C", "C", "C", "C", "C", "C", "C", "C", "C", "C", "C", "C", "C", "C", "C", "C", "C", "C", "C", "C", "C", "C", "H", "H", "H", "H", "H", "H", "H", "H", "H", "H", "H", "H", "H", "H", "H", "H", "H", "H", "H", "H", "H", "H", "H", "H", "H", "H", "H", "H", "H", "H", "H", "H", "H", "H", "H", "H", "H", "H", "H", "H", "H", "H", "H", "H", "H", "H", "H", "H", "H", "H", "H", "H", "H"], "coordinates": [[-4.47490, 3.02272, -0.32363], [-6.92915, 3.95821, 0.30259], [-1.89979, 1.46958, -0.59336], [-3.50741, 0.97475, 1.07833], [-0.13140, -0.15320, -0.56650], [1.40479, 1.32741, -1.65395], [-0.80161, 1.84828, 5.44447], [-1.77426, -1.52874, 1.92566], [-1.56069, -1.68642, -3.01734], [2.78261, 0.47937, 1.19225], [-1.23153, -1.98426, 0.59212], [-0.42879, -1.32929, -1.91354], [-0.61228, 0.44543, 5.16513], [-0.32838, 2.36252, 6.70472], [0.61272, -0.09664, 1.21315], [-0.12121, 2.78317, 4.28695], [2.98759, 1.25360, -3.75569], [3.03485, -0.67923, -2.46737], [1.65908, 0.56303, 1.66310], [-2.22477, -4.21040, -4.21608], [-0.97920, -2.07210, 4.50360], [-3.28656, -1.61854, -2.29394], [2.70590, 2.68068, -3.84782], [2.54841, 0.54238, -2.68581], [0.50301, -2.84841, 2.76104], [0.01537, -0.94760, -5.16239], [-3.02467, 3.18042, 4.47815], [-0.10264, -2.55551, 5.46107], [-5.21417, -4.35561, 2.82770], [-3.12871, -2.64568, 2.27099], [-2.98956, -3.99824, 1.98989], [-0.66508, -2.22747, 3.16399], [1.42146, 1.36855, 2.93589], [-2.43042, -0.91512, -5.61120], [-4.04018, -4.85375, 2.26738], [-6.66232, 2.18903, 4.19932], [1.37744, -3.32560, 3.72698], [3.21084, 0.63716, -5.06127], [0.14944, 2.21839, 2.94909], [-4.74191, 1.29504, 5.56457], [-5.36194, -0.48336, -1.72912], [-1.35448, -0.59264, -4.56817], [2.46922, -1.55205, -1.43304], [0.21159, -5.41442, -3.69811], [-4.29676, -2.13353, 2.80451], [-0.02940, -4.10985, -3.28618], [-5.24785, 2.26527, 4.69465], [-3.63161, -2.61443, -1.37289], [-2.52755, 2.15502, 5.26182], [-4.82715, -2.56876, -0.67094], [-5.34429, -3.00181, 3.09156], [-1.24639, -3.47832, -3.53832], [-0.77139, -6.11821, -4.37828], [-5.68026, -1.48533, -0.82582], [-3.39031, 1.22656, 5.84274], [-4.38607, 3.24119, 4.21414], [-1.99373, -5.51246, -4.63656], [-4.19315, -0.57229, -2.47478], [-1.36709, 0.90055, -4.24413], [1.07797, -3.17481, 5.07390], [4.30576, -1.13334, -3.02044], [-7.28689, 1.58577, 4.85928], [0.06830, -1.99702, -5.46268], [2.49224, -1.04764, -0.46630], [-1.88990, -1.56326, 4.79522], [1.47421, -1.88460, -1.72486], [-5.97758, 0.40265, -1.81025], [-6.57643, -1.40637, -0.22259], [4.88550, -1.56345, -2.20471], [-2.07153, -4.36125, 1.54407], [1.66246, 2.86644, -4.11504], [-0.59162, -7.13809, -4.69629], [-2.94180, -3.43216, -1.18728], [-2.32382, 1.24762, -3.85540], [-2.24423, -0.34765, -6.53109], [-1.13702, 1.47732, -5.15075], [1.34436, 0.64924, 3.75466], [3.10435, -2.43564, -1.37020], [-2.35591, 3.92026, 4.06027], [0.22296, -0.32911, -6.04508], [-4.39818, -1.06737, 2.96819], [3.00389, -0.42732, -5.03640], [-0.71526, 1.62111, 2.65835], [0.81039, -0.77616, -4.42909], [0.20935, 3.05642, 2.25492], [2.30952, 1.98302, 3.09080], [4.23245, 0.80318, -5.41046], [-6.66069, 1.71726, 3.21159], [-4.77369, 4.03982, 3.59198], [0.73961, -3.57115, -2.74311], [1.77313, -3.53096, 5.82364], [-7.10231, 3.17521, 4.05790], [-2.42627, -1.97586, -5.87449], [-0.33315, -2.43076, 6.51063], [4.16557, -1.89948, -3.78550], [-3.42946, -0.65830, -5.25691], [-6.03110, -5.02947, 3.05281], [1.16509, -5.88365, -3.48498], [-2.99077, 0.45062, 6.48182], [3.35703, 3.09317, -4.61845], [-5.07651, -3.36624, 0.01897], [-3.19332, -3.75735, -4.39988], [2.92239, 3.17676, -2.90632], [-3.96606, 0.24963, -3.14263], [0.71635, -2.94049, 1.70461], [-5.41966, 0.58207, 6.02036], [2.51967, 1.08880, -5.77504], [-0.60698, 1.15085, -3.50302], [2.29985, -3.80618, 3.42627], [-2.76846, -6.05941, -5.16040], [-3.94867, -5.90955, 2.04658], [-6.26556, -2.61350, 3.50594], [0.67411, 3.25241, 4.70579], [4.86710, -0.29945, -3.43068]], "forces_ev_per_a": [[-0.8905, 0.4572, 0.2365], [0.3036, -0.3049, 0.1416], [0.8799, -0.3543, 0.1480], [-0.0595, 0.7035, -0.4848], [-1.1172, -0.0011, 0.9501], [0.3814, 0.0003, -0.2146], [-0.1042, 0.1179, 0.2484], [0.2955, -0.5029, 0.2392], [-0.3901, 0.1204, 0.0891], [-0.2270, 0.0271, -0.0410], [0.2163, 0.4404, -0.0354], [0.5224, -0.2749, -0.3877], [0.0518, 0.4249, 0.0767], [-0.0091, 0.0487, -0.1040], [0.1147, 0.2218, -0.3346], [0.3722, -0.0411, -0.0599], [0.1729, -0.0250, -0.0910], [0.0401, -0.0260, -0.0450], [0.2226, -0.3250, 0.0542], [-0.0133, 0.0125, 0.0321], [-0.0816, -0.2587, -0.0333], [-0.0596, -0.0832, 0.0481], [0.0202, 0.0122, 0.0109], [-0.4117, 0.1918, 0.2612], [0.0164, 0.0000, -0.0510], [0.0477, 0.0004, 0.0626], [-0.0298, 0.1753, 0.0509], [-0.0193, -0.0524, -0.0166], [0.0127, -0.0101, 0.0058], [-0.0395, 0.0117, -0.0127], [-0.0170, 0.0199, -0.0297], [-0.0732, 0.0486, -0.0422], [-0.1926, -0.0132, -0.2130], [0.0245, 0.0046, 0.0233], [-0.0075, 0.0084, 0.0059], [0.0148, -0.0144, -0.0136], [0.0289, -0.0037, -0.0120], [0.0137, -0.0384, 0.0291], [-0.0913, -0.2098, 0.1656], [0.0063, 0.0703, 0.0027], [0.0748, -0.0147, -0.0168], [0.0447, -0.2567, -0.0560], [0.3193, -0.2646, -0.0913], [0.0256, 0.0058, -0.0005], [-0.0228, 0.0256, -0.0091], [0.0522, 0.0067, 0.0290], [-0.0647, -0.1316, 0.0191], [-0.0400, -0.0605, -0.1046], [-0.0780, -0.3119, -0.1272], [0.0080, -0.0141, -0.0100], [-0.0127, -0.0087, 0.0027], [-0.0619, 0.0716, -0.0312], [-0.0168, -0.0142, -0.0022], [-0.0193, -0.0563, -0.0494], [0.0829, 0.0947, -0.0935], [0.0968, 0.0997, -0.0382], [0.0082, -0.0209, -0.0179], [0.0149, 0.1831, 0.1520], [0.0846, 0.0604, -0.0242], [-0.0092, -0.0026, -0.0064], [0.0186, 0.0677, 0.0365], [-0.0279, 0.0627, 0.0365], [-0.0084, 0.0109, -0.0373], [-0.0663, 0.0412, 0.0614], [0.0484, -0.0634, -0.0116], [0.0415, 0.1557, 0.1446], [-0.0942, -0.0369, -0.0494], [-0.0354, -0.0114, -0.0245], [0.0181, 0.0053, -0.0081], [0.0114, 0.0104, 0.0099], [-0.0023, 0.0020, 0.0074], [0.0074, 0.0051, -0.0074], [-0.0258, -0.0094, -0.0174], [0.0095, 0.0061, -0.0128], [0.0015, 0.0176, 0.0026], [-0.0648, -0.0097, -0.0281], [0.0526, -0.0643, -0.0233], [0.0239, 0.0596, 0.0055], [0.0074, -0.0764, -0.0616], [-0.0087, 0.0148, 0.0025], [0.0241, -0.0014, 0.0601], [-0.0025, 0.0023, 0.0174], [-0.0337, 0.0064, -0.0671], [-0.0135, 0.0209, -0.0045], [-0.0097, -0.0363, -0.0537], [-0.0171, -0.0104, 0.0570], [-0.0003, -0.0134, -0.0023], [-0.0523, 0.0621, 0.0166], [-0.0010, -0.1065, -0.1315], [-0.0186, -0.0343, -0.0196], [-0.0137, -0.0196, 0.0102], [-0.0172, -0.0138, 0.0279], [-0.0106, 0.0109, -0.0187], [0.0057, 0.0346, 0.0082], [0.0186, 0.0168, -0.0230], [-0.0203, -0.0086, 0.0044], [-0.0116, 0.0009, -0.0224], [-0.0050, -0.0046, 0.0081], [-0.0126, -0.0628, 0.0002], [-0.0052, -0.0075, -0.0030], [0.0118, 0.0323, 0.0642], [-0.0114, -0.0157, 0.0003], [-0.0269, -0.0079, 0.0131], [0.0267, -0.0535, -0.0124], [0.0027, 0.0289, -0.0260], [0.0137, -0.0677, -0.0903], [-0.0089, -0.0224, -0.0159], [-0.0166, 0.0072, 0.0200], [0.0047, 0.0015, -0.0049], [-0.0083, 0.0025, 0.0118], [-0.0017, -0.0040, 0.0102], [-0.0026, 0.0071, 0.0024], [-0.0809, 0.0882, -0.0134], [-0.0236, 0.0108, -0.0338]], "homo_lumo_gap_ev": 4.87, "lumo_ha": 0.0651, "total_energy_ha": -11034.05974, "largest_force_ha_per_bohr": 0.0285, "e_above_lowest_kj_mol": 206.9, "homo_ev": -3.0999, "total_charge": -1}